[1]
This record from the Open Molecules 2025 dataset describes a structure of composition H28O14 in a non-equilibrium geometry. The level of theory is ωB97M-V/def2-TZVPD.

Calculated values
Energy relative to the best compared isomer or geometry (same formula, charge and spin) (kJ/mol): 837.3
Lowest unoccupied orbital energy (eV): -0.71
Max |F| (Eh/bohr): 0.2624
HOMO (eV): -6.63
E_tot (eV): -29112.973

Each line ends with the Löwdin charge.
Positions of all 42 atoms, in Å:
1 H -0.618 -0.191 -0.722  0.0211
2 H -0.477 -0.639 0.723  0.0354
3 H 4.420 1.279 2.049  0.0455
4 H 4.135 0.248 0.970  -0.0158
5 H 1.996 -0.254 -2.825  0.0641
6 H 2.051 -1.531 -2.002  0.0657
7 H -4.215 2.200 -0.616  0.0285
8 H -3.758 1.628 0.716  0.0023
9 H 0.129 -2.231 1.476  0.0064
10 H -0.606 -3.205 0.569  0.0337
11 H 3.507 2.409 -0.770  0.0523
12 H 2.318 1.492 -0.538  0.0430
13 H -0.197 -1.272 -2.809  -0.0121
14 H -1.710 -1.341 -2.675  0.0008
15 H -1.445 2.053 -1.504  0.0190
16 H -0.847 3.419 -1.207  0.0409
17 H 2.525 -1.783 0.707  0.0103
18 H 2.312 -1.798 2.212  0.0372
19 H 4.305 -0.499 -1.084  0.0436
20 H 5.234 -1.106 -0.045  0.0652
21 H -4.123 0.035 -2.001  0.0647
22 H -3.633 0.229 -0.576  0.0126
23 H -3.308 -3.273 0.863  0.0307
24 H -4.376 -2.247 1.204  0.0236
25 H -3.836 -0.204 3.276  0.0331
26 H -2.624 0.323 2.525  0.0179
27 H 1.441 2.874 1.126  0.0780
28 H 0.770 2.357 -0.135  0.0343
29 O -0.011 -0.636 -0.121  -0.0539
30 O 3.705 0.918 1.513  -0.0662
31 O 1.714 -0.628 -1.982  -0.0495
32 O -3.838 2.458 0.232  -0.0479
33 O 0.238 -3.071 1.015  -0.0476
34 O 2.711 2.318 -0.234  -0.1541
35 O -0.956 -1.822 -3.034  -0.0558
36 O -1.520 2.801 -0.901  -0.0584
37 O 3.003 -1.846 1.542  -0.0725
38 O 4.339 -1.175 -0.397  -0.0603
39 O -3.322 0.027 -1.465  -0.0366
40 O -4.080 -2.829 0.495  -0.0470
41 O -3.199 0.520 3.273  -0.0372
42 O 1.294 3.094 0.200  -0.0952



[2]
This record from the Open Molecules 2025 dataset describes a cluster of 14 separate species, H28O14 in total in a non-equilibrium geometry. The level of theory is ωB97M-V/def2-TZVPD.

Calculated values
Energy relative to the best compared isomer or geometry (same formula, charge and spin) (kJ/mol): 805.3
Lowest unoccupied orbital energy (eV): -0.50
Max |F| (Eh/bohr): 0.1774
HOMO (eV): -8.20
E_tot (eV): -29113.305

Each line ends with the Löwdin charge.
Positions of all 42 atoms, in Å:
1 H 0.326 0.322 -0.870  0.0215
2 H -0.625 0.072 0.295  0.0547
3 H -0.859 3.331 2.283  0.0069
4 H -1.150 3.091 3.747  0.0571
5 H -0.075 -4.213 0.760  0.0369
6 H -1.217 -3.498 1.435  -0.0068
7 H -0.349 -0.178 -4.626  0.0760
8 H -1.020 -1.275 -4.044  -0.0027
9 H 1.518 1.693 -0.651  0.0666
10 H 0.821 1.704 0.684  -0.0052
11 H -3.169 0.613 -1.692  0.0489
12 H -3.326 -0.788 -1.040  -0.0011
13 H 1.669 0.798 -5.027  0.0260
14 H 2.518 0.133 -4.009  0.0083
15 H 5.437 -1.367 -0.643  0.0744
16 H 3.919 -1.727 -0.777  -0.0514
17 H 0.372 -2.296 3.372  0.1035
18 H -0.094 -1.526 2.228  0.0211
19 H 5.132 0.830 1.269  0.0818
20 H 3.830 0.829 1.926  0.0272
21 H 0.736 1.184 2.223  0.0080
22 H -0.257 1.799 3.205  0.0919
23 H -5.236 1.015 -1.028  0.0090
24 H -4.668 0.331 0.085  -0.0161
25 H 2.434 -1.965 -1.396  0.0529
26 H 1.508 -0.866 -1.665  0.0125
27 H -3.570 1.122 2.590  0.1116
28 H -3.635 -0.149 1.561  0.0344
29 O 0.282 0.178 0.040  -0.1116
30 O -1.357 3.751 2.997  -0.0834
31 O -0.769 -4.339 1.426  -0.0756
32 O -0.277 -0.776 -3.820  -0.0459
33 O 0.706 1.998 -0.219  -0.0963
34 O -2.824 -0.294 -1.657  -0.0311
35 O 2.441 0.962 -4.463  -0.0423
36 O 4.568 -1.160 -1.080  -0.0494
37 O -0.451 -2.252 2.767  -0.0931
38 O 4.210 1.271 1.138  -0.1019
39 O 0.061 1.785 2.263  -0.0381
40 O -5.526 0.387 -0.395  -0.0502
41 O 1.955 -1.258 -0.931  -0.0471
42 O -3.989 0.727 1.740  -0.0822



[3]
This record from the Open Molecules 2025 dataset describes a cluster of 14 separate species, H28O14 in total in a non-equilibrium geometry. The level of theory is ωB97M-V/def2-TZVPD.

Calculated values
Energy relative to the best compared isomer or geometry (same formula, charge and spin) (kJ/mol): 388.0
Lowest unoccupied orbital energy (eV): -0.49
Max |F| (Eh/bohr): 0.0401
HOMO (eV): -9.94
E_tot (eV): -29117.630

Each line ends with the Löwdin charge.
Positions of all 42 atoms, in Å:
1 H 0.279 -0.278 0.721  0.0369
2 H -0.580 0.513 -0.252  0.0502
3 H -1.111 -2.663 -3.706  0.0332
4 H -0.922 -1.401 -4.532  0.0342
5 H -4.572 -0.106 -2.131  0.0263
6 H -5.547 0.759 -2.914  0.0344
7 H -0.306 1.519 1.591  -0.0205
8 H -1.424 2.518 1.347  0.0408
9 H 3.641 1.611 -1.992  0.0220
10 H 4.259 0.340 -1.431  0.0214
11 H 3.783 -3.800 3.379  0.0346
12 H 2.526 -3.019 3.031  0.0071
13 H 3.376 -2.139 0.942  0.0185
14 H 4.647 -2.093 0.109  0.0413
15 H 0.584 -3.229 0.925  0.0266
16 H -0.676 -3.921 1.418  0.0194
17 H 3.194 4.374 -1.575  0.0442
18 H 1.689 4.456 -1.376  0.0141
19 H -0.062 4.187 -1.017  0.0050
20 H -1.153 3.162 -0.753  0.0096
21 H 0.171 0.790 4.067  0.0568
22 H -1.070 1.666 4.016  0.0607
23 H 0.424 1.999 -2.873  0.0257
24 H 0.469 0.518 -3.214  0.0275
25 H -2.710 -2.515 0.517  0.0312
26 H -4.180 -2.723 0.840  0.0603
27 H -2.180 -2.148 2.604  0.0247
28 H -1.836 -0.941 1.747  0.0074
29 O 0.274 0.530 0.195  -0.0486
30 O -1.359 -1.732 -3.739  -0.0585
31 O -5.508 -0.018 -2.344  -0.0643
32 O -0.466 2.455 1.429  -0.1055
33 O 4.329 1.301 -1.392  -0.0584
34 O 2.885 -3.628 3.686  -0.0514
35 O 3.709 -2.310 0.053  -0.0522
36 O 0.280 -3.905 1.541  -0.0439
37 O 2.363 4.405 -2.063  -0.0452
38 O -1.010 4.045 -1.113  -0.0447
39 O -0.331 1.363 3.476  -0.0587
40 O -0.142 1.225 -2.977  -0.0566
41 O -3.514 -2.033 0.740  -0.0438
42 O -1.599 -1.380 2.572  -0.0619



[4]
This record from the Open Molecules 2025 dataset describes a cluster of 15 separate species, H29NO17 in total in a non-equilibrium geometry. The level of theory is ωB97M-V/def2-TZVPD.

Calculated values
Lowest unoccupied orbital energy (eV): -1.02
Max |F| (Eh/bohr): 0.1157
HOMO (eV): -10.59
E_tot (eV): -36764.103

Each line ends with the Löwdin charge.
Positions of all 47 atoms, in Å:
1 O -21.156 -13.663 -9.935  0.2472
2 H -20.646 -14.049 -9.180  0.0861
3 H -21.676 -12.829 -9.656  0.1337
4 H -20.412 -13.273 -10.452  0.1537
5 N -18.910 -10.566 -9.174  -0.4309
6 O -17.671 -10.629 -9.431  -0.0296
7 O -19.463 -11.525 -8.503  -0.0706
8 O -19.633 -10.018 -10.033  -0.0251
9 O -15.817 -8.842 -7.617  -0.0205
10 H -15.716 -9.780 -7.468  0.0154
11 H -14.906 -8.639 -7.753  0.0491
12 O -22.516 -11.040 -9.570  -0.0410
13 H -22.554 -11.512 -8.730  -0.0073
14 H -21.656 -10.593 -9.632  0.0193
15 O -19.958 -6.562 -11.297  -0.0417
16 H -18.996 -6.615 -11.311  0.0374
17 H -20.200 -7.187 -10.616  0.0210
18 O -17.835 -7.598 -9.041  -0.0711
19 H -17.243 -8.085 -8.460  -0.0266
20 H -18.093 -8.256 -9.716  -0.0038
21 O -19.830 -14.572 -7.730  -0.0532
22 H -19.982 -15.282 -7.111  0.0722
23 H -19.144 -13.994 -7.321  -0.0090
24 O -22.108 -12.547 -7.245  -0.0203
25 H -22.673 -12.526 -6.501  0.0533
26 H -21.253 -12.761 -6.872  0.0134
27 O -19.801 -11.433 -5.613  -0.0445
28 H -20.142 -10.903 -6.337  0.0244
29 H -19.432 -12.221 -5.976  -0.0497
30 O -16.961 -11.080 -12.704  -0.0263
31 H -16.673 -11.719 -12.076  -0.0126
32 H -17.176 -10.262 -12.244  0.0349
33 O -20.784 -9.346 -12.467  -0.0515
34 H -20.539 -8.450 -12.493  -0.0276
35 H -20.350 -9.642 -11.634  -0.0098
36 O -15.701 -12.025 -7.617  -0.0399
37 H -16.317 -12.147 -8.351  0.0005
38 H -14.849 -11.871 -8.036  0.0566
39 O -18.019 -13.257 -6.409  -0.0441
40 H -17.428 -12.937 -7.104  0.0336
41 H -17.656 -14.125 -6.075  0.1313
42 O -14.833 -10.437 -10.332  -0.0165
43 H -15.455 -9.730 -10.161  0.0252
44 H -15.336 -11.198 -10.511  -0.0238
45 O -18.173 -13.514 -9.819  -0.0415
46 H -18.403 -12.676 -9.407  -0.0331
47 H -17.238 -13.469 -10.097  0.0633



[5]
This record from the Open Molecules 2025 dataset describes a cluster of 15 separate species, H29O15 in total in a non-equilibrium geometry. The level of theory is ωB97M-V/def2-TZVPD.

Calculated values
Energy relative to the best compared isomer or geometry (same formula, charge and spin) (kJ/mol): 213.7
Lowest unoccupied orbital energy (eV): 2.16
Charge: -1
Max |F| (Eh/bohr): 0.0551
HOMO (eV): -6.91
E_tot (eV): -31184.006

Each line ends with the Löwdin charge.
Positions of all 44 atoms, in Å:
1 O -2.726 -2.240 -1.130  -0.0834
2 H -2.310 -2.786 -1.800  0.0414
3 H -2.113 3.235 2.652  0.0350
4 O 0.051 -0.057 2.293  -0.1103
5 H -0.259 -0.358 1.368  0.0001
6 H 4.797 1.168 -2.597  0.0391
7 O -1.604 3.636 3.373  -0.0639
8 H 1.413 -0.799 -3.287  0.0378
9 H 3.314 -2.442 -1.333  0.0108
10 O -0.328 0.655 -0.921  -0.0804
11 H -1.396 -1.154 0.837  0.0180
12 H -0.635 -0.269 -1.005  0.0254
13 O -1.253 0.135 5.121  -0.0738
14 H -1.809 0.664 4.541  0.0094
15 H -0.918 2.480 -2.117  0.0059
16 O 1.436 -2.527 -0.777  -0.1015
17 H -1.892 2.567 -0.587  0.0023
18 H 0.902 -1.852 -0.292  0.0117
19 O 0.507 -1.149 -3.248  -0.0616
20 H -0.750 -0.345 4.442  0.0127
21 H 0.995 -0.233 2.235  0.0184
22 O 3.577 1.279 1.761  -0.0447
23 H 3.884 1.287 0.860  0.0051
24 H -2.117 -2.048 -0.371  -0.0078
25 O -0.673 -1.575 0.352  -0.3947
26 H 0.050 3.574 -1.325  0.0443
27 H -1.634 2.867 3.962  0.0173
28 O -2.847 2.699 -0.623  -0.0554
29 H 0.542 1.023 -1.112  0.0459
30 O -4.555 0.185 -1.456  -0.0916
31 H -4.005 0.896 -1.090  -0.0109
32 H -3.185 3.114 -1.413  0.0438
33 O -0.440 -4.051 0.770  -0.1581
34 H -0.353 -3.688 1.665  0.0249
35 H -0.751 -3.100 0.456  -0.0060
36 O -0.443 3.311 -2.104  -0.0642
37 H 0.672 -1.677 -4.048  0.0407
38 H 2.826 1.634 2.227  0.0384
39 O 4.095 -1.941 -1.017  -0.1008
40 H 1.154 -3.318 -0.283  0.0259
41 H -3.922 -0.554 -1.409  -0.0069
42 O 4.356 1.648 -1.893  -0.0474
43 H 3.655 -1.191 -0.607  -0.0002
44 H 4.694 1.296 -1.069  0.0094



[6]
This record from the Open Molecules 2025 dataset describes a cluster of 2 separate species, H2I3P2 in total in a non-equilibrium geometry. The level of theory is ωB97M-V/def2-TZVPD.

Calculated values
Energy relative to the best compared isomer or geometry (same formula, charge and spin) (kJ/mol): 162.1
Lowest unoccupied orbital energy (alpha / beta) (eV): -7.52 / -7.52
Charge: +1
Max |F| (Eh/bohr): 0.0231
HOMO (alpha / beta) (eV): -12.62 / -12.62
E_tot (eV): -42903.617

Each line ends with the Löwdin charge.
Positions of all 7 atoms, in Å:
1 P -1.649 0.561 0.048  0.4923
2 P 0.319 1.252 0.426  0.0931
3 I 2.716 -4.120 0.137  0.1480
4 I 1.747 -1.815 1.070  0.0238
5 I 1.219 1.566 -1.782  0.4632
6 H -2.261 1.207 1.120  -0.1121
7 H -2.091 1.349 -1.018  -0.1084



[7]
This record from the Open Molecules 2025 dataset describes a cluster of 2 separate species, H2I3P2 in total in a non-equilibrium geometry. The level of theory is ωB97M-V/def2-TZVPD.

Calculated values
Energy relative to the best compared isomer or geometry (same formula, charge and spin) (kJ/mol): 158.1
Lowest unoccupied orbital energy (eV): -7.03
Charge: +1
Max |F| (Eh/bohr): 0.0478
HOMO (eV): -13.38
E_tot (eV): -42903.660

Each line ends with the Löwdin charge.
Positions of all 7 atoms, in Å:
1 P 1.127 -0.523 1.047  0.4752
2 P 0.838 0.867 -0.595  0.1426
3 I -3.186 -1.276 -1.400  0.1565
4 I -0.658 -1.626 -2.231  0.1704
5 I -1.167 2.071 0.179  0.4007
6 H 2.375 0.106 1.102  -0.1317
7 H 0.671 0.381 1.898  -0.2137



[8]
This record from the Open Molecules 2025 dataset describes a cluster of 2 separate species, H2I3P2 in total in a non-equilibrium geometry. The level of theory is ωB97M-V/def2-TZVPD.

Calculated values
Energy relative to the best compared isomer or geometry (same formula, charge and spin) (kJ/mol): 302.4
Lowest unoccupied orbital energy (alpha / beta) (eV): -8.56 / -8.60
Charge: +1
Max |F| (Eh/bohr): 0.0312
HOMO (alpha / beta) (eV): -12.64 / -12.62
E_tot (eV): -42902.164

Each line ends with the Löwdin charge.
Positions of all 7 atoms, in Å:
1 P -1.132 1.263 0.616  0.5248
2 P 0.140 -0.546 -0.064  -0.4103
3 I 3.973 -1.171 0.016  0.3172
4 I -0.206 -2.337 1.532  0.3920
5 I -0.844 -1.291 -2.174  0.4171
6 H -0.284 2.491 0.726  -0.0828
7 H -1.648 1.590 -0.653  -0.1580



[9]
This record from the Open Molecules 2025 dataset describes an isolated molecule of H2INO2S in a non-equilibrium geometry. The level of theory is ωB97M-V/def2-TZVPD.

Calculated values
Energy relative to the best compared isomer or geometry (same formula, charge and spin) (kJ/mol): 247.2
Lowest unoccupied orbital energy (eV): -0.83
Max |F| (Eh/bohr): 0.0647
HOMO (eV): -9.64
E_tot (eV): -24550.023

Each line ends with the Löwdin charge.
Positions of all 7 atoms, in Å:
1 N 0.002 0.073 0.886  -0.3471
2 O 2.057 1.855 1.217  -0.5348
3 O -1.350 -0.395 0.640  -0.1079
4 S 0.785 1.505 1.757  0.4925
5 I -0.871 3.170 0.963  0.3739
6 H -1.690 -0.095 -0.184  0.0559
7 H 0.473 -0.139 0.018  0.0675



[10]
This record from the Open Molecules 2025 dataset describes a structure of composition H2KO. The level of theory is ωB97M-V/def2-TZVPD.

Calculated values
Energy relative to the best compared isomer or geometry (same formula, charge and spin) (kJ/mol): 18.8
Lowest unoccupied orbital energy (eV): -4.39
Charge: +1
Max |F| (Eh/bohr): 0.0160
HOMO (eV): -16.28
E_tot (eV): -18399.702

Each line ends with the Löwdin charge.
Positions of all 4 atoms, in Å:
1 K -1.969 1.365 -0.470  0.9936
2 O 0.443 -0.311 -0.130  -0.0941
3 H 0.191 -0.388 0.795  0.0365
4 H 1.335 -0.666 -0.195  0.0640